(1)
This record from the Open Molecules 2025 dataset describes C47H25Cl5N11PbS as an isolated structure. The level of theory is ωB97M-V with the def2-TZVPD basis set.

The geometry in XYZ format:
```
90
Properties=species:S:1:pos:R:3
Pb 0.28007 -0.63075 0.36796
C -0.87197 4.20116 4.01082
C -1.99198 3.47115 4.39376
C -2.57332 2.53455 3.53782
C -2.00507 2.38458 2.29295
C -2.35385 1.55337 1.11148
N -3.23958 0.63208 1.09156
C -3.39369 -0.15246 -0.01489
C -4.69442 -0.30847 -0.70733
C -5.94176 0.23320 -0.49573
C -6.95310 -0.14960 -1.37895
C -6.70150 -1.02662 -2.42724
C -5.42749 -1.55727 -2.63929
C -4.44300 -1.18563 -1.75364
C -2.99000 -1.46548 -1.69021
N -2.33364 -2.06191 -2.61397
C -0.99443 -1.94058 -2.76356
N -0.33052 -0.83961 -2.48745
C 0.96181 -1.01353 -2.98481
N 1.87689 -0.10825 -3.00336
C 1.66119 1.10335 -2.44470
N 1.10016 1.33544 -1.27832
C 0.96816 2.72667 -1.16523
N 0.28569 3.35533 -0.28675
C -0.65450 2.75205 0.48656
N -1.53103 1.89905 0.03307
C -0.89864 3.12957 1.90329
C -0.30051 4.03870 2.74724
C 1.68721 3.38072 -2.28187
C 1.90669 4.70083 -2.60349
C 2.58304 4.95422 -3.79779
C 2.99527 3.91864 -4.62952
C 2.74932 2.58485 -4.30221
C 2.09563 2.34849 -3.11374
C 1.10292 -2.37011 -3.55668
C 2.16859 -3.03428 -4.11766
C 1.94264 -4.34734 -4.53770
C 0.69345 -4.94134 -4.40298
C -0.38420 -4.25093 -3.84426
C -0.14821 -2.96271 -3.42183
N -2.44921 -0.88707 -0.53249
H -0.45076 4.92318 4.69864
H -2.42243 3.63992 5.37260
H -3.44759 1.96741 3.82910
H -6.13346 0.92203 0.31588
H -7.95199 0.24472 -1.24927
H -7.51012 -1.29939 -3.09194
H -5.22392 -2.23126 -3.46031
H 0.55811 4.61944 2.43607
H 1.57112 5.50246 -1.95954
H 2.78884 5.97625 -4.08650
H 3.51371 4.15622 -5.54870
H 3.05826 1.77392 -4.94758
H 3.13883 -2.56561 -4.22131
H 2.75435 -4.91584 -4.97193
H 0.55754 -5.96205 -4.73460
H -1.35568 -4.71437 -3.73645
Cl 3.88203 -0.70619 -0.47267
C 3.08556 -2.23843 -0.70812
C 1.74252 -2.32529 -0.40092
C 1.16435 -3.57459 -0.52643
Cl -0.53816 -3.72761 -0.13415
C 1.85460 -4.70362 -0.95651
Cl 1.08600 -6.23573 -1.05755
C 3.19583 -4.55941 -1.30773
Cl 4.07391 -5.91077 -1.90212
C 3.82425 -3.31891 -1.18320
Cl 5.47238 -3.13969 -1.62854
C -1.34372 -2.52825 4.91396
N -0.66402 -1.24634 4.81916
C -0.86999 -0.15218 5.64010
C -0.02807 0.81230 5.24024
N 0.68752 0.30849 4.15847
C 0.30961 -0.98319 3.92076
S 0.94331 -2.08750 2.82288
C 1.78166 0.99971 3.55734
C 2.71535 1.58756 4.39539
C 3.74337 2.31497 3.81974
C 3.80101 2.40938 2.44008
C 2.82992 1.76256 1.69464
N 1.82519 1.07087 2.23417
H -2.12329 -2.44646 5.66637
H -0.63655 -3.30649 5.19390
H -1.77946 -2.78272 3.95015
H -1.60873 -0.15966 6.42123
H 0.10368 1.82133 5.58343
H 2.64222 1.45772 5.46610
H 4.49241 2.78635 4.44156
H 4.58577 2.96134 1.94267
H 2.85164 1.79937 0.61254
```

Output
- Gap between HOMO and LUMO: 0.2229 Ha
- LUMO: -4.1636 eV
- Charge: +1
- Electronic energy: -5300.28787 Eh


(2)
This record from the Open Molecules 2025 dataset describes C47H31BCl85FNO9S4 as an isolated structure in a non-equilibrium geometry. The level of theory is ωB97M-V with the def2-TZVPD basis set.

The geometry in XYZ format:
```
179
Properties=species:S:1:pos:R:3
C 4.68049 -0.34376 -0.95867
C 3.51411 -1.53152 -1.14275
O 2.82499 -1.71771 0.06146
C 1.57790 -1.00987 0.37776
O 2.07883 -0.26625 1.58412
B 1.12970 0.53439 2.29347
O 0.80217 0.12972 3.70890
O 0.36320 1.73070 1.82559
C 0.88590 -0.10320 -0.75586
C 1.66444 1.13001 -1.45091
C 2.47470 2.19037 -0.54070
C 3.53162 3.15271 -1.41126
S 5.10388 3.34351 -0.34089
C 4.48659 4.17456 1.21698
S 3.21337 5.32950 1.01563
N 4.98586 3.97202 2.62546
C 6.45489 4.28021 2.79401
C 7.71347 3.50191 2.09096
C 9.29648 3.93066 2.41953
C 9.63204 5.14626 3.49147
C 8.37166 5.95065 4.18186
C 6.82365 5.52277 3.84906
C 4.69969 2.59421 3.17399
C 5.23670 1.16408 2.58217
C 4.88675 -0.29693 3.31233
C 3.96121 -0.30648 4.70493
C 3.40150 1.12342 5.33232
C 3.77564 2.52596 4.55968
O 0.40882 -0.94953 -1.90715
S -1.31147 -1.10563 -1.70534
O -1.99139 -1.44479 -3.06330
O -1.45614 -2.51916 -0.76937
C -0.92808 -2.30613 0.62076
Cl -1.94370 -0.91797 1.29798
C -1.58026 -3.61626 1.44480
C -2.15924 -3.21339 2.93178
C -2.24118 -4.65358 3.78025
S -1.92321 -4.14771 5.59512
C 0.64332 -2.33675 0.81439
F 0.91225 -2.75223 2.24632
C 1.20788 -3.68189 -0.02253
O 1.18799 -3.81835 -1.34784
O 1.83810 -4.83431 0.70790
H 5.76253 -0.77362 -1.07395
H 4.50810 0.08886 0.11458
H 4.53946 0.53021 -1.73606
H 2.95285 -1.33345 -2.14533
H 4.17061 -2.50939 -1.35981
H 0.14258 0.81454 4.08144
H -0.56939 1.68904 2.20171
H -0.13969 0.38734 -0.38130
H 2.41305 0.76397 -2.30692
H 0.84046 1.75589 -2.05039
H 1.67738 2.96212 -0.09989
H 3.11834 1.75978 0.33562
H 3.77594 2.56974 -2.41468
H 3.06616 4.20487 -1.67689
H 7.52368 2.61501 1.33813
H 10.18041 3.32133 1.90145
H 10.73677 5.44179 3.75831
H 8.52118 6.83124 4.96918
H 5.91337 6.09036 4.37259
H 5.90620 1.12967 1.61627
H 5.30777 -1.32335 2.87149
H 3.72827 -1.32064 5.25800
H 2.76431 1.17216 6.33382
H 3.37549 3.53439 5.04970
H -0.84150 -4.49700 1.59846
H -2.50832 -4.05452 0.83700
H -1.43346 -2.53607 3.56861
H -3.27873 -2.81949 2.92152
H -3.31263 -5.12411 3.77601
H -1.37248 -5.39051 3.51435
H -0.67868 -3.44477 5.62300
C 2.58304 0.39801 -5.73579
Cl 1.22751 -0.15411 -4.71993
Cl 1.94739 1.09082 -7.24922
Cl 3.51461 1.63885 -4.85994
Cl 3.64287 -0.98345 -6.11411
C -1.87051 2.10103 -8.87262
Cl -0.21221 2.05987 -9.52270
Cl -3.01721 1.59154 -10.13754
Cl -1.99070 0.99432 -7.48145
Cl -2.26209 3.75841 -8.34862
C 6.34472 3.14652 8.02711
Cl 7.89277 3.76970 7.40304
Cl 5.22701 2.86438 6.66858
Cl 6.62662 1.61459 8.89216
Cl 5.63235 4.33735 9.14482
C 3.97337 1.42409 -10.80387
Cl 4.29577 -0.05635 -9.86651
Cl 2.44672 2.15706 -10.25018
Cl 5.30793 2.58029 -10.56565
Cl 3.84313 1.01551 -12.53330
C 4.38997 9.42813 -0.49460
Cl 4.07888 7.79102 0.13577
Cl 3.47959 9.66492 -2.00775
Cl 3.86909 10.63614 0.70706
Cl 6.13241 9.62063 -0.81346
C -4.53265 -6.37117 0.10787
Cl -5.86331 -7.12000 -0.81021
Cl -3.72197 -5.15266 -0.90826
Cl -5.18629 -5.58690 1.56810
Cl -3.35891 -7.62509 0.58204
C 0.62955 13.39132 0.12618
Cl 1.68192 12.29418 -0.80284
Cl 0.02457 12.54888 1.57491
Cl 1.55890 14.82904 0.61999
Cl -0.74728 13.89337 -0.88727
C -4.77752 -10.31048 3.83702
Cl -5.43974 -9.37177 2.47519
Cl -3.50370 -9.36406 4.64707
Cl -6.07944 -10.67057 4.99889
Cl -4.08720 -11.83568 3.22707
C 1.30033 15.86571 4.79836
Cl 0.63811 16.80441 3.43653
Cl 2.57415 16.81212 5.60840
Cl -0.00159 15.50561 5.96022
Cl 1.99065 14.34051 4.18841
C 4.67864 5.23711 -6.36290
Cl 5.44712 6.72965 -6.95957
Cl 5.19095 3.86090 -7.37190
Cl 5.16945 4.95053 -4.67423
Cl 2.90691 5.40723 -6.44573
C -7.17466 -7.48950 -4.97275
Cl -6.00536 -6.83842 -3.79670
Cl -8.26285 -8.63874 -4.15446
Cl -8.13126 -6.15323 -5.66115
Cl -6.29927 -8.32763 -6.27891
C -1.92737 -15.14867 2.63626
Cl -3.28291 -15.70079 3.65212
Cl -2.56303 -14.45586 1.12283
Cl -0.99580 -13.90783 3.51212
Cl -0.86754 -16.53013 2.25795
C -11.73382 -7.79374 -6.49936
Cl -12.76739 -9.23869 -6.36475
Cl -12.64121 -6.48701 -7.30160
Cl -11.24127 -7.26212 -4.87167
Cl -10.28520 -8.18703 -7.45940
C -10.77662 -2.96761 -8.61656
Cl -10.14569 -2.53832 -10.22650
Cl -11.17139 -1.48090 -7.71748
Cl -12.24586 -3.95883 -8.79942
Cl -9.54362 -3.89255 -7.72269
C -9.78956 -8.72728 1.74667
Cl -8.24151 -8.10411 1.12260
Cl -10.90728 -9.00943 0.38814
Cl -9.50766 -10.25922 2.61171
Cl -10.50193 -7.53646 2.86438
C -13.18958 -12.45898 -9.11876
Cl -12.13721 -13.55612 -10.04779
Cl -13.79456 -13.30142 -7.67004
Cl -12.26022 -11.02125 -8.62495
Cl -14.56640 -11.95693 -10.13223
C -0.02662 4.24657 -4.06840
Cl 1.14267 4.89765 -2.89234
Cl -1.11481 3.09733 -3.25011
Cl -0.98322 5.58284 -4.75680
Cl 0.84877 3.40844 -5.37456
C 7.36416 9.94751 4.65247
Cl 6.70194 10.88621 3.29065
Cl 8.63798 10.89392 5.46252
Cl 6.06224 9.58742 5.81434
Cl 8.05448 8.42231 4.04253
C 0.87059 -5.19496 8.87539
Cl 1.59528 -5.16931 7.24799
Cl 0.23291 -6.82340 9.21606
Cl 2.11104 -4.77802 10.08454
Cl -0.45693 -4.00902 8.95318
C 5.74458 7.67724 11.71772
Cl 7.35449 7.53867 12.46823
Cl 4.90343 6.11009 11.82260
Cl 4.79545 8.91905 12.57309
Cl 5.92478 8.14127 10.00686
C -11.08502 -1.61878 -3.38371
Cl -11.19158 0.14769 -3.58986
Cl -12.71951 -2.28965 -3.15379
Cl -10.34470 -2.34236 -4.83388
Cl -10.08416 -1.99100 -1.95734
```

Output
- Gap between HOMO and LUMO: 0.1863 Ha
- LUMO: 0.2396 eV
- Charge: -1
- Electronic energy: -43374.10515 Eh


- Among the records above, which one has the highest electronic energy?
  C47H25Cl5N11PbS